No. 1
Below is a molecular structure, C21H45LaN2P3S2 in a non-equilibrium geometry, with properties calculated with the ωB97M-V functional and the def2-TZVPD basis.

Geometry as XYZ:
```
74
Properties=species:S:1:pos:R:3:forces:R:3
La -0.544725 0.913486 0.567304 1.07 -0.94 1.96
S -2.883792 2.596289 0.052070 0.55 -0.31 -0.09
S 0.362606 -0.048874 3.214285 -0.20 0.23 -0.12
P 0.900742 -1.796826 -0.083076 0.35 -1.03 -0.31
P 2.023565 1.185172 -0.909054 0.76 0.90 -1.25
P -2.467939 -1.473874 0.513681 -1.39 -0.68 -0.49
N 2.904039 -0.856360 3.627408 -1.06 0.48 -0.14
N 1.305040 -2.484536 3.923805 0.04 2.05 -0.27
C 4.018767 -1.784679 3.897130 0.28 0.15 -0.13
C 2.015417 0.837631 -2.718275 -0.27 -0.27 0.09
C -4.139277 -0.710083 0.447707 -0.05 0.37 0.07
C -2.656427 -2.528387 -0.990172 0.22 0.21 -0.18
C 1.597812 -1.185734 3.621326 1.38 -2.23 0.18
C -4.219558 5.025120 -2.222172 -0.36 -0.01 0.05
C -2.823756 -2.741158 1.792298 0.32 0.06 0.60
C -2.290101 2.918173 -1.518656 -0.49 0.36 1.54
C -2.297625 2.522142 -3.906832 -0.64 -0.50 0.43
C 3.831000 1.314206 -0.610893 0.21 -0.24 0.71
C -0.961736 4.346302 -2.974456 -0.23 -0.29 0.56
C -1.440497 4.036143 -1.703546 1.04 0.81 -1.09
C -3.935709 5.195362 -0.928701 -0.76 0.60 -0.17
C 0.501409 -3.375781 0.774597 -0.19 -0.02 0.26
C -2.775945 2.210417 -2.635190 -0.02 -0.99 -1.03
C 1.663600 2.979158 -1.043913 0.04 0.18 0.03
C -1.413593 3.588949 -4.079958 0.57 0.07 -0.02
C 2.284146 -3.507002 4.333215 -0.15 -0.73 -0.21
C 0.791313 -2.427655 -1.806581 -0.15 0.17 -0.06
C 3.618891 -2.926451 4.790977 -0.55 -0.39 0.59
C 2.724642 -1.931810 0.131593 0.16 0.18 0.11
H 0.320861 -2.714187 3.906860 0.14 -0.03 0.21
H -2.733472 -2.293976 2.792480 -0.12 -0.16 -0.22
H -0.257678 -2.510995 -2.109919 0.30 -0.06 -0.02
H -2.010603 -3.413768 -0.976913 -0.14 0.26 -0.01
H 4.818403 -1.198007 4.339564 0.05 0.02 0.02
H 4.365787 1.324497 -1.570283 -0.20 -0.02 0.24
H -2.147702 -3.605256 1.741913 -0.23 0.33 -0.04
H -4.411932 -0.284136 1.426548 0.03 -0.14 -0.32
H -0.496466 -3.747484 0.520614 0.30 0.09 0.05
H -1.026285 3.824649 -5.078850 -0.27 -0.09 0.40
H 1.299778 -1.754315 -2.503802 -0.13 -0.25 0.12
H -0.218551 5.132345 -3.127164 -0.43 -0.09 0.09
H -3.704666 -2.856875 -1.029727 0.35 0.02 -0.01
H -4.841536 -1.514367 0.182126 0.07 0.41 0.16
H 2.584300 3.430457 -1.447949 -0.49 0.20 0.19
H 4.196706 0.487000 0.007198 0.06 0.24 -0.23
H 0.977017 0.847463 -3.081413 0.29 -0.09 -0.05
H 1.447599 3.397229 -0.050198 0.16 0.25 -0.18
H -3.064288 5.709836 -0.512084 -0.29 -0.23 -0.28
H 0.826716 3.194419 -1.721263 0.35 -0.16 0.24
H -4.722211 4.895484 -0.223452 0.48 0.18 -0.02
H 2.473024 -4.174199 3.470556 -0.21 0.28 0.26
H 3.276811 -1.331450 -0.601970 -0.16 -0.21 0.17
H 4.404130 -2.214118 2.966915 -0.16 0.31 -0.16
H 1.244150 -4.118384 0.450671 -0.29 0.14 0.08
H -1.164189 4.630868 -0.836248 0.09 -0.18 -0.19
H 2.470873 -0.137522 -2.932804 -0.11 0.33 -0.04
H 1.805858 -4.123704 5.111625 0.28 0.31 -0.25
H 3.094668 0.134931 3.494591 0.06 -0.46 0.10
H 4.042229 2.251675 -0.079331 -0.05 -0.27 -0.10
H -3.568348 5.262992 -3.062983 -0.13 0.18 0.32
H 4.351344 -3.735185 4.707365 0.00 0.24 0.04
H -5.211211 4.634134 -2.465511 0.36 0.05 -0.13
H -1.513414 0.540782 -1.315387 -0.57 -0.16 -1.21
H -2.624853 1.915937 -4.747516 0.01 0.28 0.02
H 3.000156 -2.988944 -0.009888 -0.01 0.41 0.02
H 3.019656 -1.612889 1.140705 -0.03 -0.07 -0.27
H -3.858986 -3.086014 1.644821 0.36 0.10 0.03
H 2.586603 1.628573 -3.225594 -0.14 -0.26 0.14
H 1.263736 -3.420079 -1.837112 -0.13 0.29 -0.11
H -3.540367 1.442738 -2.442959 0.46 0.34 -0.37
H -2.435762 -1.932769 -1.884768 -0.12 -0.23 0.08
H 0.577809 -3.256467 1.862609 -0.08 -0.07 -0.42
H 3.589585 -2.650605 5.849243 -0.12 0.18 -0.20
H -4.177587 0.100344 -0.297233 -0.09 -0.43 0.26
```
Forces are in eV/Å.

The value obtained for the HOMO-LUMO gap (alpha / beta) is 4.69 / 5.06 eV. The calculation puts the LUMO energy (alpha / beta) at -12.15 / -11.80 eV. For the HOMO energy (alpha / beta), the calculation gives -16.84 / -16.86 eV. The value obtained for the molar mass is 621.57 g mol⁻¹. The total charge is +3.

Here are the Mulliken charges for atoms 1 to 8, given in e: 1.308, 0.008, -0.350, 0.321, 0.944, 0.685, -0.077, -0.107



No. 2
Below is a molecular structure, C2HCuLiO3 in a non-equilibrium geometry, with properties calculated with the ωB97M-V functional and the def2-TZVPD basis.

Geometry as XYZ:
```
8
Properties=species:S:1:pos:R:3:forces:R:3
Cu 1.517577 -0.895127 1.582756 -1.23 0.44 -0.66
O -0.615838 0.972934 -1.236942 -0.59 0.04 -0.11
O -0.394063 -1.673168 1.132765 0.57 0.18 0.21
O 0.894424 0.753464 0.412723 0.10 -0.53 0.25
C -0.174931 0.387712 -0.170678 -0.14 -1.36 -0.18
C -0.882162 -0.849435 0.269707 0.31 1.12 -0.32
Li -1.736450 0.466819 -2.500489 0.57 0.20 0.66
H -1.910457 -0.993848 -0.123396 0.40 -0.10 0.14
```
Forces are in eV/Å.

The value obtained for the HOMO-LUMO gap (alpha / beta) is 4.60 / 7.18 eV. The calculation puts the LUMO energy (alpha / beta) at -0.97 / -1.09 eV. For the HOMO energy (alpha / beta), the calculation gives -5.58 / -8.26 eV. The value obtained for the molar mass is 143.51 g mol⁻¹. Its multiplicity is 2.

What are the Mulliken partial charges on each atom? They are as follows, in elementary charge units: 0.497, -0.849, -0.632, -0.701, 0.963, -0.284, 0.888, 0.118



The records above yield relative energy (zero: lowest compared OMol25 entry of this formula, charge and spin) values of 363.8; 0.0 kJ/mol, respectively.
The records above yield total energy values of -75856.710; -53076.324 eV, respectively.